Molecular formula: C85H188N11O12P
Method: DFT, ωB97M-V with the def2-TZVPD basis set

Values from the calculation:
F_max, eV Å⁻¹: 4.8
HOMO level (spin up / spin down), eV: -15.534 / -15.534
2S+1: 2
Orbital gap (spin up / spin down), eV: 6.44 / 2.33
Total charge: +5

CARTESIAN COORDINATES (ANGSTROEM)
C -8.749 4.245 -0.571
C -3.258 -7.050 -2.062
C -2.939 0.027 1.179
H 6.304 3.867 -6.732
H 3.709 3.256 1.455
H -1.169 -2.604 0.952
H -0.525 -6.620 -2.331
C 10.123 1.030 -0.228
C -0.717 -8.632 2.496
H -0.837 1.178 1.355
H 4.982 2.616 -2.441
C 8.707 2.225 -1.969
C -0.788 -6.014 3.229
H 3.416 4.652 0.389
N 1.762 1.103 7.150
H -1.624 -5.317 3.293
H -7.182 -7.188 -3.747
H -3.605 -0.777 1.491
N -4.352 -4.257 1.612
H -1.048 4.599 -2.294
C -3.811 -1.740 -3.648
H 0.692 2.525 6.093
C 6.086 5.464 -1.002
H -3.459 -0.600 -8.480
C -7.659 3.596 -1.383
C -1.755 0.946 9.090
N -2.115 2.465 4.174
H 0.424 -0.158 6.038
C 0.557 -3.803 4.575
C 5.765 2.256 -1.774
H 2.315 1.403 -5.316
H 5.249 7.140 0.179
H -3.131 -0.989 -4.050
C 7.009 2.672 -4.969
H 5.521 2.563 -0.757
H 3.231 0.156 8.433
H 9.074 2.898 0.021
O 5.139 -3.162 2.175
H 4.227 -5.728 5.137
C 0.581 1.062 -3.245
C -6.672 1.866 2.648
C -1.157 0.986 -7.695
H -1.135 -1.352 -1.519
H 8.167 4.318 -3.990
H -5.507 -6.765 -4.345
C -6.382 3.891 -0.693
H 1.990 0.269 -7.902
C 2.116 1.351 -7.954
H -5.755 5.644 1.136
H 0.679 -4.908 6.972
H -4.610 -10.058 1.545
H -1.096 6.828 0.716
H 11.304 0.187 1.272
H 6.356 0.490 -3.022
H -2.088 5.514 0.032
H 1.421 3.760 -5.984
H -5.699 -4.739 -3.117
C -2.653 1.335 -7.553
H 3.016 -0.115 4.550
C -1.505 -7.224 2.576
C -3.157 -2.025 -1.218
C 3.045 3.676 0.700
H -8.277 4.886 1.403
H 11.011 1.541 -0.601
H 0.488 -6.009 -0.256
H -1.877 6.065 -2.805
H 1.303 4.302 1.984
H -0.856 1.293 -4.955
H 4.566 -0.989 -2.427
H -3.198 7.163 -1.408
H -6.220 -6.167 -0.486
C -4.679 -8.304 -0.313
C -1.092 -5.946 -1.688
H 7.828 1.980 -4.772
C 0.753 0.019 0.440
C 7.310 4.644 -1.032
H -3.605 -11.371 0.969
P 7.208 3.278 -2.168
H -1.471 9.491 -1.018
H -4.320 -2.220 -4.483
N 0.983 -5.266 4.881
H -0.256 -3.083 6.422
C 5.884 0.699 -2.062
H 7.559 7.649 -1.703
H -7.067 1.573 0.615
H -5.353 0.273 3.231
H 1.463 0.423 1.162
O -3.017 3.116 -4.276
C -8.206 3.990 0.785
H 0.372 -8.611 2.549
H 1.260 2.684 1.334
C -1.583 8.512 -1.483
H 1.913 2.472 4.166
H -5.740 -8.491 -0.144
H 5.937 5.678 -2.060
N -4.681 -7.321 -1.514
H 6.454 1.315 -7.584
H 7.963 3.811 -6.558
O -1.225 1.650 4.113
C 3.484 1.933 -7.691
O -5.163 -3.593 0.922
H 3.406 2.080 4.843
C -4.361 -10.647 0.663
H -0.894 0.602 -8.680
H -0.169 5.914 -3.208
C -3.131 -2.700 -2.664
H 1.793 -0.998 6.680
H -0.758 1.314 -0.492
C 1.268 1.364 -5.616
H -2.409 -7.411 3.155
H 3.697 0.424 -2.395
C -3.529 0.054 -7.610
H 3.876 3.626 -6.406
H -4.549 -1.054 -3.232
H -1.286 -5.192 -2.449
H -3.371 -6.276 -2.821
H 0.025 2.695 -4.428
H 0.365 -4.486 -1.058
O -2.427 2.974 5.227
H -1.275 -1.479 2.270
C -0.237 -5.275 -0.608
H 1.389 0.234 3.977
H -4.201 -7.719 0.472
H -6.032 2.536 3.221
H 0.336 -7.251 4.726
H -8.870 5.328 -0.598
C 8.919 1.955 -0.503
H -0.747 -1.305 4.644
H -1.885 8.664 -2.519
C 3.381 -5.050 5.024
H 3.862 1.015 6.966
C -0.337 2.268 -7.489
C 1.750 2.337 6.277
H -0.944 -9.248 3.366
H -1.489 1.514 9.981
C 7.200 3.820 -3.914
H 9.625 0.166 1.735
H -3.465 0.691 0.492
O -3.603 3.803 -2.428
H -0.081 1.287 -2.409
H -2.126 -1.891 5.614
H 0.895 -2.076 0.156
H 0.425 -3.684 3.499
H 7.270 4.294 0.000
C 0.818 5.712 -0.530
C 10.389 0.780 1.260
C -1.013 -1.558 1.215
H 2.259 -6.657 3.923
H 0.333 8.253 -0.623
H -3.898 -10.042 -1.486
H 10.140 0.050 -0.704
C 2.345 1.858 4.957
H -5.229 -11.232 0.357
C -0.268 7.885 -1.455
H 1.220 4.054 -7.810
H 10.589 1.664 1.865
C -1.875 -0.522 9.609
C -5.554 -7.983 -2.600
H 2.337 -5.151 3.111
H -5.371 1.820 0.894
H -8.088 -0.661 1.983
H -2.605 0.379 2.155
H -1.017 -9.090 1.554
H -2.146 -1.304 8.899
O -3.807 1.768 -2.917
H 7.261 2.387 -8.587
H 4.245 1.853 -8.468
H -8.730 3.227 1.361
H 7.351 8.661 -0.180
H 3.315 -0.905 -0.410
C 1.695 3.493 -7.005
C 3.150 1.033 7.791
H 0.961 -1.589 1.888
H -2.760 -6.034 -0.301
H -1.183 0.619 7.170
H -1.983 -2.523 3.999
H -2.279 0.001 -1.589
H -5.534 3.245 -0.918
H 4.059 0.746 -0.021
C 0.118 1.622 -4.592
H 8.220 5.229 -1.163
O 3.327 -3.618 1.275
H 0.938 0.093 8.876
H -0.863 -6.133 5.447
H 6.061 2.163 -4.794
H 1.031 1.751 9.044
H -7.681 2.159 2.935
H -6.813 -1.761 2.455
H -0.994 2.235 7.552
H -6.082 4.928 -0.844
C 0.481 -1.422 0.924
H 2.608 -3.690 6.555
O -4.644 -5.415 1.837
H 3.306 1.975 8.317
C 2.081 0.383 4.807
N -3.463 2.873 -3.191
H -0.300 2.873 -8.394
C 6.891 8.004 -0.918
H -0.415 4.090 0.484
H 6.236 8.645 -1.507
H -4.796 4.185 1.572
H -1.895 -7.485 -0.432
C -0.637 -3.385 5.447
H 3.263 -5.105 7.226
H -0.951 -0.754 10.138
C -6.139 -5.631 -2.670
H -4.533 0.281 -7.254
C -2.033 -0.927 -1.072
C -5.782 4.650 1.581
C 7.090 3.167 -6.449
H -2.789 1.160 8.818
H -1.422 -4.127 5.590
H 1.164 0.377 -6.068
H 1.146 -0.031 -0.575
C 2.292 -5.584 4.110
H 8.171 1.628 -7.226
H -6.494 -0.569 1.164
H -6.375 -8.419 -2.031
H 1.457 -3.230 4.798
H 3.475 4.150 -8.015
H -0.776 -4.862 0.244
N -1.717 -0.446 0.403
H -9.717 3.812 -0.825
C -0.922 5.669 -2.459
C -0.790 1.248 7.969
H -2.568 -0.596 10.447
C -0.156 -6.283 4.631
C -0.673 0.687 0.396
H 6.544 4.691 -3.904
H -7.597 4.050 -2.372
H 6.684 6.700 0.810
H 8.456 1.483 -2.728
H -4.869 -5.203 -1.031
H 5.181 4.905 -0.763
H -2.968 -8.059 -2.356
C 4.167 -0.230 -0.494
H 9.499 2.856 -2.372
C 3.258 3.384 -7.270
H -3.087 8.050 0.060
H 1.413 -6.485 6.584
C -5.532 -6.019 -1.318
H -3.081 -0.581 -6.845
O 3.537 -1.756 2.330
C -2.248 -6.651 -1.039
H 0.823 -0.001 -3.256
H -4.161 -1.683 -0.968
H -1.920 -6.860 1.636
H -3.731 -3.609 -2.711
H -2.919 2.126 -8.254
C 4.565 -0.027 -1.915
H 3.117 3.030 -0.175
H 1.092 6.349 0.310
C -1.589 6.459 -0.183
H -0.799 2.876 -6.711
C 0.567 4.253 0.042
O -2.811 2.754 3.177
O -3.380 -3.765 2.134
C -6.360 2.157 1.205
C 2.714 -4.755 6.351
N 1.111 2.051 -7.015
N 4.022 -2.831 1.879
C 0.732 1.002 8.311
H -0.025 -5.819 2.476
C 7.231 2.078 -7.542
H 3.822 1.268 -6.897
H -7.124 -5.251 -2.397
H -4.957 -8.754 -3.088
H 1.882 1.794 -8.922
H 1.530 5.852 -1.343
H 2.221 3.255 6.628
H -0.879 0.307 -6.889
H 4.995 -0.701 0.036
H -2.837 1.713 -6.547
H 1.530 1.534 -2.993
C -6.426 0.384 3.075
C 1.502 -0.075 6.178
H -6.170 4.670 2.599
H 3.835 -4.152 4.605
C 6.224 6.803 -0.173
C 1.543 3.710 1.101
H -7.952 2.546 -1.360
C -7.009 -0.747 2.108
H 8.008 1.557 -0.055
H -7.018 0.202 3.973
N -0.479 6.370 -1.206
H 6.579 0.303 -1.321
H -2.814 -9.481 -0.290
H -3.080 -2.869 -0.532
C -6.157 -6.923 -3.485
C -1.401 -2.154 4.844
C -2.473 7.578 -0.708
C 1.381 -5.428 6.320
N -6.685 3.694 0.797
H -2.197 -3.162 -2.982
C -3.874 -9.662 -0.464
H 0.553 3.634 -0.855
H 0.239 7.946 -2.418

***

Molecular formula: C14H14N2O
Method: DFT, ωB97M-V with the def2-TZVPD basis set

Values from the calculation:
F_max, eV Å⁻¹: 0.6
HOMO level, eV: -8.861
2S+1: 1
Energy relative to the best compared isomer or geometry (same formula, charge and spin), kJ/mol: 11.2
Orbital gap, eV: 9.37

CARTESIAN COORDINATES (ANGSTROEM)
H 2.943 2.786 1.013
C -3.935 -0.939 0.593
H 4.536 1.836 -0.353
C -5.350 0.347 -0.820
C 3.808 -1.335 -1.226
H -6.323 0.623 -1.203
C -5.208 -0.638 0.147
N -4.324 1.005 -1.329
H -6.068 -1.157 0.541
H -1.551 -1.291 1.228
H -3.779 -1.700 1.346
C 3.994 0.902 -0.402
O -0.245 0.867 -0.651
H -2.304 1.288 -1.359
H 2.184 1.669 2.148
C 2.106 -0.432 0.225
N -1.569 -0.565 0.524
H 1.293 2.225 0.726
H 4.190 -2.156 -1.815
C 0.796 -0.629 0.939
C -0.368 -0.014 0.164
H 0.612 -1.696 1.083
C 4.500 -0.140 -1.157
H 0.818 -0.149 1.921
C 2.798 0.779 0.294
C 2.617 -1.473 -0.537
H 5.431 -0.018 -1.691
C -3.107 0.724 -0.910
C 2.275 1.933 1.094
H 2.074 -2.406 -0.592
C -2.846 -0.248 0.061

***

Molecular formula: C23H42GdN3OP2
Method: DFT, ωB97M-V with the def2-TZVPD basis set

Values from the calculation:
F_max, eV Å⁻¹: 5.4
HOMO level (spin up / spin down), eV: -14.506 / -14.190
2S+1: 8
Orbital gap (spin up / spin down), eV: 7.84 / 6.61
Total charge: +2

CARTESIAN COORDINATES (ANGSTROEM)
H -4.802 0.105 3.147
C -3.479 0.840 1.563
C -1.925 4.863 -1.686
C -2.274 -1.229 -1.582
C 3.689 1.732 -3.414
C 1.284 -0.842 -2.982
H 4.120 -1.851 -2.918
H 3.729 2.718 -3.898
C -2.195 -1.677 2.722
H -3.817 -3.055 2.203
C -2.193 3.687 -2.399
H 3.688 0.300 0.864
H -2.383 -2.146 -2.194
H -0.582 -1.861 -3.370
H -1.841 1.523 -2.470
C -0.266 -0.916 -2.885
H 2.891 3.796 -1.713
H -0.711 -0.373 3.713
H -3.226 -3.162 3.868
H -4.276 -1.817 3.400
H -3.625 1.260 0.551
Gd 0.015 0.298 0.075
C -1.624 -0.938 3.944
O 1.805 1.623 3.193
C -4.849 0.428 2.098
C 3.658 -0.787 -1.060
H 4.913 0.857 -0.307
H 1.558 -0.388 -3.947
H -2.854 -0.456 -2.135
H -2.906 -2.569 0.010
H -1.825 2.215 2.097
H 0.627 -1.578 0.556
C -1.138 4.790 -0.544
H -5.510 1.306 2.062
H -2.357 -0.252 4.391
C -0.642 3.548 -0.141
C 2.585 1.764 -2.357
H 5.109 -0.695 0.530
C -3.462 -2.463 3.054
H -5.321 -0.361 1.498
H -0.898 5.672 0.046
H -0.016 3.452 0.756
H -2.766 1.620 3.487
C 2.878 2.796 -1.258
H 1.646 2.062 -2.860
C 1.269 1.217 2.256
C 4.373 -0.023 0.068
H -2.335 5.810 -2.038
H -3.452 2.831 2.381
H 3.502 0.990 -4.200
P -2.327 -0.576 1.253
H -4.044 -1.248 -0.318
H 5.109 -0.390 -2.657
C -3.013 3.728 -3.591
H 2.114 2.820 -0.467
H -0.700 -0.116 -3.526
C 4.618 -1.235 -2.160
N -3.679 3.777 -4.554
H 1.690 -1.866 -2.974
H -1.357 -1.682 4.707
C -1.669 2.474 -1.952
H 3.854 2.625 -0.786
H 0.185 -1.781 -0.170
C -2.831 1.926 2.434
H 3.220 -1.699 -0.613
H 4.678 1.551 -2.972
H 5.403 -1.849 -1.698
P 2.162 0.106 -1.653
C -2.975 -1.495 -0.220
H -1.431 -2.408 2.394
N -0.901 2.410 -0.828
N -0.856 -0.860 -1.545

***

Molecular formula: C2H3O2
Method: DFT, ωB97M-V with the def2-TZVPD basis set

Values from the calculation:
F_max, eV Å⁻¹: 4.4
HOMO level, eV: -15.614
2S+1: 1
Energy relative to the best compared isomer or geometry (same formula, charge and spin), kJ/mol: 85.0
Orbital gap, eV: 9.34
Total charge: +1

CARTESIAN COORDINATES (ANGSTROEM)
C 0.912 0.281 -0.034
H -1.894 -1.515 0.182
O 0.037 -0.507 -0.174
H 0.682 1.426 0.013
H 1.900 0.055 -0.295
O -2.744 0.528 -0.059
C -2.285 -0.471 0.076

***

Result set for E_tot: -141380.142 -19773.510 -70446.388 -6207.022 eV, one per record in the order listed.